{"formula": "C44H121N11O11", "method": "the ωB97M-V functional and the def2-TZVPD basis", "species": ["C", "C", "C", "O", "C", "N", "H", "H", "H", "H", "H", "H", "H", "H", "H", "H", "H", "C", "C", "C", "O", "C", "N", "H", "H", "H", "H", "H", "H", "H", "H", "H", "H", "H", "C", "C", "C", "O", "C", "N", "H", "H", "H", "H", "H", "H", "H", "H", "H", "H", "H", "C", "C", "C", "O", "C", "N", "H", "H", "H", "H", "H", "H", "H", "H", "H", "H", "H", "C", "C", "C", "O", "C", "N", "H", "H", "H", "H", "H", "H", "H", "H", "H", "H", "H", "C", "C", "C", "O", "C", "N", "H", "H", "H", "H", "H", "H", "H", "H", "H", "H", "H", "C", "C", "C", "O", "C", "N", "H", "H", "H", "H", "H", "H", "H", "H", "H", "H", "H", "C", "C", "C", "O", "C", "N", "H", "H", "H", "H", "H", "H", "H", "H", "H", "H", "H", "C", "C", "C", "O", "C", "N", "H", "H", "H", "H", "H", "H", "H", "H", "H", "H", "H", "C", "C", "C", "O", "C", "N", "H", "H", "H", "H", "H", "H", "H", "H", "H", "H", "H", "C", "C", "C", "O", "C", "N", "H", "H", "H", "H", "H", "H", "H", "H", "H", "H", "H"], "xyz": [[-1.04169, 10.26811, -24.54703], [-0.62172, 10.83562, -25.90635], [-1.29188, 12.18704, -26.26705], [-0.85535, 12.49493, -27.62863], [-1.68723, 13.51558, -28.19979], [0.79045, 10.94652, -25.85712], [-0.87281, 9.20274, -24.39030], [-2.09623, 10.44793, -24.33796], [-0.53671, 10.77290, -23.72345], [-0.88709, 10.07938, -26.64512], [-1.02912, 13.02124, -25.61655], [-2.37358, 12.05663, -26.29924], [-1.50024, 14.44543, -27.66266], [-2.77300, 13.52072, -28.10405], [-1.39580, 13.64122, -29.24257], [1.20653, 10.02680, -25.82439], [0.87087, 11.30350, -26.79851], [-0.10438, 0.97149, -25.43990], [0.82233, 1.40974, -24.22656], [0.58900, 2.85700, -23.62982], [0.62059, 3.86024, -24.60260], [1.11861, 5.12688, -24.12250], [0.66514, 0.43866, -23.13933], [0.18889, 0.03627, -25.91683], [-0.03314, 1.73493, -26.21461], [-1.16447, 1.03020, -25.19322], [1.88820, 1.41483, -24.45462], [1.29484, 3.08946, -22.83241], [-0.37484, 2.85580, -23.12080], [2.07078, 5.08326, -23.59375], [0.40798, 5.63074, -23.46735], [1.24178, 5.77159, -24.99273], [-0.31437, 0.32711, -22.91973], [1.03193, 0.85346, -22.29464], [-3.73490, 2.17475, -18.66288], [-4.30649, 3.07722, -19.75757], [-5.87693, 3.10438, -19.95604], [-6.45955, 1.84987, -20.35284], [-7.90126, 1.62525, -20.27322], [-3.86802, 4.44543, -19.54479], [-4.01416, 1.12685, -18.77245], [-4.20510, 2.52572, -17.74428], [-2.66889, 2.31726, -18.48559], [-3.91663, 2.69985, -20.70293], [-6.15975, 3.77256, -20.76945], [-6.37184, 3.35298, -19.01722], [-8.28030, 1.74607, -19.25842], [-8.23464, 0.62008, -20.53128], [-8.36150, 2.30186, -20.99328], [-4.10432, 4.75134, -18.61168], [-4.50323, 5.04825, -20.04799], [-0.01790, 6.67416, -15.98592], [-1.32303, 6.47147, -16.84928], [-1.15743, 7.19695, -18.18703], [-0.77830, 8.51767, -18.01425], [-0.40285, 9.16931, -19.22412], [-1.45604, 5.05189, -17.01236], [0.17140, 7.72742, -15.77878], [0.82556, 6.21809, -16.50426], [-0.16819, 6.18024, -15.02595], [-2.19266, 6.85164, -16.31326], [-2.16096, 7.27296, -18.60564], [-0.50249, 6.71434, -18.91245], [-0.19651, 10.21420, -18.99235], [-1.28726, 9.21439, -19.85964], [0.44860, 8.68003, -19.69714], [-2.01759, 4.78055, -16.21792], [-2.00247, 4.78665, -17.81931], [-3.31495, 7.32254, -27.27914], [-3.90768, 8.74569, -27.23230], [-4.52186, 8.99383, -28.63365], [-3.60146, 9.08378, -29.74984], [-2.72329, 10.14960, -29.75908], [-4.88111, 8.85626, -26.15600], [-4.02428, 6.55213, -27.58149], [-2.87292, 6.99291, -26.33889], [-2.52212, 7.28349, -28.02613], [-3.04698, 9.38245, -27.02774], [-5.25971, 9.79608, -28.62406], [-5.15498, 8.14077, -28.87769], [-2.23466, 10.21765, -30.73104], [-1.97797, 10.12241, -28.96419], [-3.27375, 11.07863, -29.61077], [-5.26995, 9.77323, -25.98848], [-5.65651, 8.24117, -26.35728], [-3.96847, 0.70933, -32.33557], [-4.02209, 2.20088, -31.97509], [-2.70058, 2.75304, -31.36351], [-2.52622, 2.31985, -30.03432], [-3.44207, 2.83344, -29.06312], [-4.33714, 2.81455, -33.22888], [-3.17599, 0.37075, -33.00299], [-4.90480, 0.39036, -32.79343], [-3.92252, 0.06537, -31.45733], [-4.88541, 2.41908, -31.34647], [-2.75340, 3.84015, -31.42275], [-1.80534, 2.48928, -31.92661], [-3.16641, 2.69424, -28.01778], [-4.38444, 2.31320, -29.23454], [-3.72695, 3.86893, -29.24934], [-3.49456, 2.72589, -33.77869], [-5.02675, 2.23196, -33.68179], [-5.95450, -0.32247, -23.33936], [-5.78404, 1.15852, -23.79758], [-7.11383, 1.81725, -24.07278], [-7.59581, 1.13811, -25.20958], [-8.98806, 1.40931, -25.32485], [-5.15124, 1.81333, -22.66271], [-6.62876, -0.39108, -22.48568], [-5.00859, -0.77335, -23.03927], [-6.36255, -0.86806, -24.19019], [-5.09777, 1.25624, -24.63876], [-6.97124, 2.86747, -24.32736], [-7.66188, 1.76716, -23.13191], [-9.43450, 0.96719, -24.43417], [-9.38750, 0.91886, -26.21254], [-9.14780, 2.48750, -25.31500], [-5.62275, 1.55724, -21.80703], [-4.96491, 2.80477, -22.71203], [3.46721, 5.93441, -20.90471], [3.88009, 6.87731, -22.08610], [3.80819, 8.38377, -21.69149], [2.49479, 8.82981, -21.22705], [1.73210, 9.38655, -22.26721], [5.16422, 6.53681, -22.58978], [2.47056, 6.19445, -20.54812], [4.19690, 5.99684, -20.09738], [3.42064, 4.88425, -21.19297], [3.16956, 6.68162, -22.88920], [4.34751, 9.00808, -22.40387], [4.39754, 8.61161, -20.80331], [0.70576, 9.46036, -21.90764], [1.57683, 8.85741, -23.20742], [2.14481, 10.35505, -22.54964], [5.24179, 5.52980, -22.59369], [5.83274, 6.83628, -21.89445], [-6.21796, 8.65611, -21.28116], [-6.23644, 7.38944, -20.38849], [-7.65313, 6.91988, -19.97776], [-8.39797, 7.84308, -19.13046], [-9.67257, 7.38155, -18.76665], [-5.59260, 6.33722, -21.09850], [-5.23658, 8.92694, -21.67058], [-6.68881, 9.48858, -20.75830], [-6.80976, 8.47447, -22.17831], [-5.70938, 7.49688, -19.44046], [-7.60963, 6.00322, -19.38959], [-8.22402, 6.59976, -20.84937], [-10.27012, 7.32451, -19.67648], [-10.16010, 8.15670, -18.17543], [-9.60402, 6.48606, -18.14898], [-4.66106, 6.66126, -21.31605], [-5.98424, 6.21754, -22.02174], [-2.01477, 7.10937, -22.05120], [-2.69422, 6.48754, -23.29683], [-2.92927, 4.96231, -23.14443], [-3.41653, 4.40384, -24.36738], [-2.44385, 4.18328, -25.36768], [-3.89605, 7.22745, -23.66172], [-2.73604, 7.13403, -21.23432], [-1.64794, 8.11733, -22.24500], [-1.17224, 6.49456, -21.73458], [-2.01980, 6.62950, -24.14128], [-3.67271, 4.65729, -22.40798], [-1.96657, 4.51455, -22.89781], [-3.00411, 4.11698, -26.30031], [-1.76462, 3.34266, -25.22589], [-1.80992, 5.06287, -25.47966], [-3.67017, 8.13740, -24.03731], [-4.33403, 6.73711, -24.42843], [-6.87174, 4.82697, -26.83942], [-7.81769, 5.94396, -26.30666], [-7.97078, 5.81887, -24.79378], [-8.86325, 4.72818, -24.47106], [-8.97411, 4.57924, -23.05899], [-7.22099, 7.23390, -26.61291], [-7.26187, 3.82772, -26.64602], [-5.91507, 4.84803, -26.31744], [-6.56996, 4.97396, -27.87644], [-8.80262, 5.99328, -26.77096], [-8.43502, 6.71890, -24.39060], [-6.97791, 5.68027, -24.36589], [-9.63942, 5.39369, -22.77241], [-8.07252, 4.62348, -22.44804], [-9.65214, 3.73494, -22.93437], [-7.77660, 8.04821, -26.39312], [-6.99597, 7.35930, -27.58951]], "lowdin_charge": [-0.07, -0.47, -0.14, -0.21, -0.12, 0.05, 0.06, 0.07, 0.07, 0.12, 0.13, 0.11, 0.08, 0.08, 0.09, 0.08, 0.07, -0.04, -0.37, -0.22, -0.20, -0.07, 0.02, 0.08, 0.06, 0.06, 0.13, 0.11, 0.10, 0.07, 0.07, 0.10, 0.06, 0.06, -0.04, -0.42, -0.15, -0.26, -0.04, 0.06, 0.08, 0.08, 0.08, 0.10, 0.09, 0.13, 0.10, 0.09, 0.07, 0.08, 0.01, -0.05, -0.42, -0.24, -0.19, -0.08, 0.03, 0.07, 0.08, 0.07, 0.13, 0.11, 0.13, 0.10, 0.08, 0.07, 0.07, 0.03, -0.04, -0.40, -0.17, -0.18, -0.12, 0.05, 0.07, 0.05, 0.09, 0.11, 0.12, 0.11, 0.10, 0.07, 0.08, 0.08, 0.00, -0.07, -0.44, -0.19, -0.18, -0.09, 0.02, 0.08, 0.07, 0.07, 0.12, 0.12, 0.13, 0.07, 0.07, 0.08, 0.07, 0.07, 0.00, -0.30, -0.20, -0.15, -0.06, 0.35, 0.08, 0.09, 0.10, 0.17, 0.12, 0.12, 0.10, 0.11, 0.08, 0.07, 0.12, -0.05, -0.45, -0.15, -0.19, -0.14, 0.03, 0.06, 0.08, 0.06, 0.10, 0.12, 0.12, 0.06, 0.07, 0.10, 0.07, 0.08, -0.03, -0.40, -0.17, -0.19, -0.12, 0.02, 0.07, 0.08, 0.07, 0.14, 0.11, 0.10, 0.09, 0.09, 0.09, 0.04, 0.06, -0.04, -0.41, -0.16, -0.21, -0.08, 0.07, 0.06, 0.06, 0.07, 0.10, 0.09, 0.11, 0.07, 0.07, 0.08, 0.05, 0.05, -0.03, -0.38, -0.18, -0.21, -0.12, 0.02, 0.07, 0.06, 0.08, 0.14, 0.13, 0.11, 0.09, 0.07, 0.09, 0.09, 0.08], "e_homo_ev": [-10.6, -10.6], "spin_multiplicity": 2, "s2": 0.75, "relative_energy_ev": 0.585, "e_lumo_ha": [-0.0695, -0.2602], "total_charge": 1, "energy_ha": -3178.3481}

=====

{"formula": "C5H11NO", "method": "the ωB97M-V functional and the def2-TZVPD basis", "species": ["C", "C", "N", "C", "C", "C", "O", "H", "H", "H", "H", "H", "H", "H", "H", "H", "H", "H"], "xyz": [[-1.92909, -1.15328, -0.22333], [-1.36016, -0.05260, 0.65761], [0.07402, 0.09076, 0.43165], [0.64557, 1.37588, 0.72419], [0.43539, 0.95129, -0.69157], [1.61033, 0.51717, -1.50735], [2.61543, 0.05095, -1.02776], [-2.99895, -1.28828, -0.03568], [-1.41521, -2.09889, -0.02729], [-1.79861, -0.91035, -1.28418], [-1.89396, 0.89859, 0.47596], [-1.49635, -0.30160, 1.71615], [-0.01023, 2.16148, 1.10197], [1.65836, 1.35934, 1.11984], [-0.38088, 1.42465, -1.24004], [1.51576, 0.66212, -2.60387], [2.57872, -1.99675, 1.39300], [2.11948, -1.54572, 1.01670]], "lowdin_charge": [-0.09, -0.27, -0.09, -0.09, -0.24, -0.22, 0.03, 0.07, 0.08, 0.07, 0.11, 0.12, 0.11, 0.11, 0.14, 0.12, 0.03, 0.00], "e_homo_ev": -9.5, "relative_energy_ev": 3.137, "smiles": "CCN1C[C@H]1C=O.[H][H]", "e_lumo_ha": 0.0333, "total_charge": 0, "energy_ha": -327.0161}

=====

{"formula": "C5H12BN2O4", "method": "the ωB97M-V functional and the def2-TZVPD basis", "species": ["C", "C", "O", "C", "N", "C", "B", "N", "O", "C", "O", "O", "H", "H", "H", "H", "H", "H", "H", "H", "H", "H", "H", "H"], "xyz": [[2.32427, -0.82286, -0.76152], [1.91604, 0.55864, -0.26808], [1.06313, 1.22626, -1.20134], [1.28658, 0.51040, 1.11373], [0.17427, -0.41320, 1.19280], [-1.09514, 0.17793, 0.70495], [-1.52300, -0.40509, -0.70123], [-2.43163, 0.35120, -1.58442], [-1.07159, -1.64895, -1.06796], [-2.27787, -0.22858, 1.63221], [-3.17473, 0.63097, 1.77328], [-2.22500, -1.38630, 2.11628], [2.98013, -1.26555, -0.01292], [1.44232, -1.45421, -0.82664], [2.84092, -0.73090, -1.71409], [2.84005, 1.14573, -0.17518], [1.60431, 1.71499, -1.82167], [2.06853, 0.15074, 1.78551], [1.04543, 1.54297, 1.41223], [0.04147, -0.66569, 2.16333], [-1.02889, 1.26595, 0.66909], [-3.11840, 0.83327, -1.00913], [-1.89243, 1.10062, -2.00762], [-1.78876, -2.18834, -1.41162]], "lowdin_charge": [-0.05, -0.43, -0.04, -0.21, -0.01, -0.18, -0.61, 0.14, 0.13, -0.71, -0.07, -0.06, 0.08, 0.06, 0.07, 0.13, 0.08, 0.12, 0.12, 0.10, 0.12, 0.06, 0.06, 0.10], "e_homo_ev": -4.0, "relative_energy_ev": 0.134, "smiles": "C[C@@H](O)CN[C@@H](B(N)O)C(=O)[O-]", "e_lumo_ha": 0.1096, "total_charge": -1, "energy_ha": -633.1763}